## P
Entry from the OMol25 dataset: 2 unconnected molecules or ions with the total composition C4H4S (ωB97M-V/def2-TZVPD).

Highest occupied orbital energy = -9.6 eV

Each line ends with the natural charge from an NBO analysis.
Atoms and positions in Å:
H  -0.72883  -0.42292  -0.28607  0.240
H  0.37431  -0.80527  -1.47788  0.243
S  -3.29133  -0.54234  0.49892  0.181
C  1.08573  0.71777  -0.07855  -0.001
C  -2.14387  -1.49631  0.83247  -0.179
H  0.69669  -1.42288  0.16691  0.256
H  1.97568  2.72217  0.38106  0.234
C  1.61716  1.72443  0.36030  -0.255
C  0.41445  -0.47466  -0.39717  -0.718

---

## Q
Entry from the OMol25 dataset: 2 unconnected molecules or ions with the total composition C4H4S (ωB97M-V/def2-TZVPD).

Highest occupied orbital energy (alpha / beta) = -8.1 / -7.6 eV

Each line ends with the natural charge from an NBO analysis.
Atoms and positions in Å:
C  0.09306  0.76742  -0.89512  0.071
H  -1.95915  -0.81061  0.33890  0.250
H  1.08316  -0.92582  -0.35993  0.254
C  0.28167  -0.24418  0.03179  -0.468
C  -0.08944  -0.34083  1.57170  -0.080
S  1.91274  0.52728  -2.63336  -0.378
C  -0.94994  -0.73292  0.68827  -0.111
H  -0.54686  1.63720  -1.19535  0.214
H  0.17476  0.12246  2.45310  0.248

---

Top of the stability list: P, leading by 3.962 eV.

---

## P
Entry from the OMol25 dataset: C3H10BrNSi in the gas phase (ωB97M-V/def2-TZVPD).

Highest occupied orbital energy = -8.7 eV
SMILES = CCN(C)[SiH2]Br

Each line ends with the natural charge from an NBO analysis.
Atoms and positions in Å:
H  -1.91657  2.54717  0.38001  -0.159
H  2.00444  0.93302  -0.01540  0.198
H  0.19321  -1.67489  1.37443  0.210
H  -1.56233  0.65135  1.77817  -0.230
H  0.98090  1.33936  -1.61177  0.186
Si  -1.52564  1.12868  0.46405  1.279
C  0.03464  -1.00020  -0.63414  -0.207
H  1.01462  -2.69559  0.16447  0.218
N  -0.15209  0.43525  -0.24597  -0.905
C  0.89639  -1.62206  0.49825  -0.630
Br  -3.26769  -0.21115  -0.02575  -0.372
H  0.71114  -0.90160  -1.44400  0.183
C  1.00283  1.21568  -0.45570  -0.417
H  1.75018  -0.92710  0.70855  0.214
H  -0.98296  -1.49218  -0.81703  0.231
H  0.81893  2.27426  -0.11820  0.200

---

## Q
Entry from the OMol25 dataset: 2 unconnected molecules or ions with the total composition C3H10BrNSi (ωB97M-V/def2-TZVPD).

Highest occupied orbital energy (alpha / beta) = -8.1 / -5.6 eV

Each line ends with the natural charge from an NBO analysis.
Atoms and positions in Å:
H  3.74666  -1.73166  1.01396  0.174
H  -0.99488  -2.18663  -0.30432  0.266
H  3.79522  -0.05817  1.74113  0.162
N  -1.16222  1.51571  -1.54971  -1.299
Br  2.46214  0.15871  -0.12341  0.023
H  -2.44507  -1.29662  -0.86094  0.232
Si  -0.80012  0.23331  -0.50671  1.538
C  -1.31652  -1.40356  -0.96687  -1.189
C  3.86912  -0.66020  0.85300  -0.541
C  -0.90577  0.76824  1.32759  -1.131
H  -1.88116  1.53892  -2.14680  0.379
H  -1.10508  -1.65006  -1.99436  0.263
H  -1.19535  1.77464  1.46430  0.239
H  -1.55650  -0.03917  1.90783  0.227
H  0.07282  0.72039  1.81206  0.251
H  -0.58329  2.31614  -1.66675  0.407

---

Top of the stability list: P, leading by 3.361 eV.

---

## P
Entry from the OMol25 dataset: 12 unconnected molecules or ions with the total composition H24O12 (ωB97M-V/def2-TZVPD).

Highest occupied orbital energy = -9.0 eV
SMILES = O.O.O.O.O.O.O.O.O.O.O.O

Each line ends with the natural charge from an NBO analysis.
Atoms and positions in Å:
H  2.83274  0.84513  -1.19090  0.449
H  0.31143  -1.01387  -0.71758  0.467
H  0.54640  2.66574  -0.56498  0.444
H  2.45983  -3.94087  2.13788  0.461
H  -2.56029  1.68066  -5.19019  0.462
H  -1.32562  -1.66713  3.60817  0.493
H  -1.85254  -0.89902  2.34050  0.471
H  -3.05988  -2.10189  -2.87893  0.468
H  2.32091  1.77437  2.58906  0.434
H  -3.89976  -3.69560  -0.14209  0.466
H  3.34823  -0.52069  1.12004  0.450
O  -0.31655  -1.11918  -1.44571  -0.926
O  -1.65642  4.21357  -1.43102  -0.944
H  -1.75783  0.57364  -4.62309  0.467
O  -1.81740  1.49463  -4.57049  -0.929
O  0.92780  2.81887  0.31096  -0.887
O  1.92648  2.11250  1.74079  -0.908
H  -0.81820  4.41935  -0.95633  0.476
O  -2.13167  -2.08958  -2.97399  -0.940
H  0.12959  2.92288  0.87834  0.452
H  1.13620  1.56897  1.56489  0.464
H  2.82825  2.19474  -1.64161  0.451
H  -1.76480  3.25741  -1.36399  0.467
H  -1.88578  -2.58737  -3.77891  0.473
H  2.16057  -3.19659  0.77708  0.473
O  1.95456  -3.22053  1.79299  -0.934
H  0.70841  -0.27128  4.17152  0.466
O  2.51009  -0.28961  1.38253  -0.941
H  -1.16749  -0.99388  -1.02090  0.458
H  -3.07381  -2.43934  0.08206  0.460
H  0.48064  -0.04801  2.75059  0.487
O  2.86801  1.66662  -0.82040  -0.898
O  -1.09934  -0.99174  2.86479  -0.954
O  1.16630  0.06139  3.36927  -0.957
H  2.74564  0.04163  2.29266  0.484
O  -3.17470  -3.22592  -0.46302  -0.925

---

## Q
Entry from the OMol25 dataset: 12 unconnected molecules or ions with the total composition H24O12 (ωB97M-V/def2-TZVPD).

Highest occupied orbital energy = -10.0 eV
SMILES = O.O.O.O.O.O.O.O.O.O.O.O

Each line ends with the natural charge from an NBO analysis.
Atoms and positions in Å:
H  2.31936  -2.88542  -3.14787  0.474
H  1.57398  2.04923  2.70891  0.492
H  -0.23688  2.50267  -2.82168  0.458
O  2.19280  -1.73857  -0.11370  -0.942
H  -3.44803  1.58344  0.03519  0.495
H  1.34352  1.76723  -0.55778  0.488
H  0.29322  -1.45871  2.57613  0.468
H  0.96093  -0.41717  -0.47935  0.525
H  0.43203  1.44340  -1.91745  0.469
O  -1.16341  -0.11862  1.88732  -0.999
H  2.79589  2.34786  -0.84698  0.485
H  2.90540  -1.24604  0.25526  0.481
H  -2.03172  0.19745  -2.85937  0.461
H  -2.05716  2.25037  -0.29225  0.486
O  -1.44350  -0.14782  -2.24137  -0.963
O  1.99031  2.44579  -0.42449  -0.994
H  2.41230  -2.64793  0.03089  0.499
H  -0.66394  -1.50473  -1.15488  0.527
H  0.45943  -1.82373  3.98383  0.466
H  -0.14771  0.33198  0.30212  0.508
H  -1.65568  0.49100  -1.47580  0.489
O  -2.49842  1.43667  -0.31127  -0.955
O  -0.60829  -2.26912  -0.46363  -1.022
O  0.84837  2.05671  2.03407  -0.988
O  2.48833  -1.97709  -2.80288  -0.970
O  0.90505  -1.58696  3.20948  -0.933
H  1.13906  2.34375  1.22948  0.499
H  -3.52756  -0.41119  1.00339  0.435
H  -0.37772  0.42579  2.24774  0.538
H  -1.87729  0.47335  2.25695  0.500
H  -1.22479  -2.23607  0.30238  0.479
O  -3.20614  -1.14600  1.32590  -0.942
H  -2.30919  -0.94777  1.60874  0.468
O  0.54536  1.98653  -2.61311  -0.943
O  0.34101  0.33667  -0.58856  -1.014
H  2.53108  -1.90694  -1.88535  0.477

---

Top of the stability list: Q, leading by 2.387 eV.